No. 1
Molecular formula: C30H34N4O6
Method: DFT, the ωB97M-V functional and the def2-TZVPD basis

Calculated values
energy above the lowest of the compared OMol25 structures with the same formula, charge and spin = 51.0 kcal/mol
SMILES string = COc1ccc(OC)c(C(=O)N[C@@H](CC(N)=O)c2ccc(N3CCC(Cc4ccccc4)CC3)c([N+](=O)[O-])c2)c1
largest force on an atom = 1.443 eV Å⁻¹

```
74
Properties=species:S:1:pos:R:3:forces:R:3:lowdin_charge:R:1
C 3.24202 2.31426 -6.49779 -0.1 0.1 -0.1 -0.091
O 4.22144 1.66019 -5.72790 0.2 -0.2 0.2 -0.088
C 3.80786 0.92076 -4.65832 0.0 -0.1 0.2 -0.270
C 4.80780 0.31045 -3.90431 -0.2 0.2 -0.2 0.009
C 4.49581 -0.44308 -2.79120 0.0 -0.1 0.1 -0.007
C 3.17215 -0.63098 -2.40168 -0.2 0.2 -0.2 -0.214
O 2.79623 -1.32934 -1.29186 -0.1 0.1 -0.2 -0.108
C 3.79312 -1.80560 -0.41406 0.2 -0.2 0.2 -0.061
C 2.16013 -0.04409 -3.17530 0.4 0.0 0.2 -0.047
C 0.70832 -0.17104 -2.85459 -0.1 -0.2 0.1 -0.422
O -0.08618 0.73335 -3.04767 -0.1 0.2 -0.1 0.071
N 0.33424 -1.38231 -2.39150 -0.1 -0.3 -0.1 0.122
C -1.01213 -1.65021 -1.95734 -0.2 0.1 -0.1 -0.248
C -1.38486 -3.11060 -2.29425 0.3 0.2 -0.1 -0.037
C -0.44570 -4.04872 -1.55853 -0.7 -0.1 0.0 -0.558
N -0.98187 -4.68280 -0.49302 -0.1 -0.3 0.3 0.186
O 0.71175 -4.20323 -1.88456 0.6 0.0 -0.1 0.060
C -1.19083 -1.39506 -0.47678 -0.1 0.2 0.1 -0.167
C -2.39797 -0.89493 0.02021 0.3 -0.2 0.0 -0.012
C -2.57162 -0.63603 1.35633 -0.1 0.0 0.1 -0.008
C -1.54922 -0.87469 2.29988 0.3 -0.2 -0.2 -0.154
N -1.65655 -0.46058 3.58543 -0.1 -0.1 0.0 -0.075
C -2.91461 -0.07167 4.17346 -0.4 0.2 0.0 -0.141
C -3.10781 1.44896 4.11346 0.0 -0.1 0.1 -0.109
C -1.76643 2.16931 4.34329 0.1 0.0 0.0 -0.293
C -1.11554 2.61808 3.02175 -0.1 0.1 0.2 -0.109
C -1.99767 3.55690 2.24718 0.1 -0.1 -0.1 -0.238
C -2.55408 3.16539 1.03606 0.0 0.0 0.0 -0.043
C -3.38292 4.02045 0.33041 -0.1 0.0 -0.1 -0.079
C -3.66807 5.27923 0.82908 -0.1 0.0 -0.1 -0.095
C -3.11276 5.68187 2.03221 0.0 0.1 0.0 -0.085
C -2.28317 4.82690 2.73416 0.0 0.0 0.0 -0.043
C -0.82951 1.25119 5.13487 -0.1 0.1 -0.2 -0.129
C -0.51259 -0.03595 4.36129 0.3 0.0 0.5 -0.153
C -0.38168 -1.50319 1.79834 -1.0 0.6 -0.9 -0.079
N 0.58121 -2.11325 2.64415 0.5 -0.6 0.7 -0.350
O 1.71150 -2.28212 2.21206 0.1 0.0 0.1 0.060
O 0.21478 -2.51598 3.73986 0.1 -0.1 -0.2 0.064
C -0.19766 -1.69690 0.42645 -0.1 0.1 0.1 0.062
C 2.48693 0.73664 -4.27812 0.1 0.1 -0.1 0.048
H 3.78703 2.85255 -7.27182 -0.1 0.0 0.0 0.092
H 2.55702 1.60051 -6.96680 0.0 0.0 0.0 0.096
H 2.66715 3.02547 -5.89646 0.0 0.0 0.0 0.097
H 5.83527 0.44627 -4.20248 0.1 0.0 0.0 0.120
H 5.29928 -0.89089 -2.22887 0.1 0.0 0.1 0.105
H 3.26205 -2.19550 0.45342 0.1 0.0 -0.1 0.069
H 4.37839 -2.60673 -0.87518 0.0 0.0 0.0 0.101
H 4.45941 -1.00010 -0.09243 0.0 0.0 0.0 0.100
H 1.02291 -2.10599 -2.23773 0.0 0.1 -0.1 0.115
H -1.66697 -0.96709 -2.51321 0.1 -0.2 0.1 0.150
H -1.25429 -3.26282 -3.36620 0.0 -0.1 0.0 0.132
H -2.42368 -3.29743 -2.02383 0.0 0.0 0.0 0.119
H -1.91740 -4.50891 -0.17382 0.0 0.1 -0.1 0.106
H -0.38492 -5.27037 0.06665 0.0 0.0 0.0 0.119
H -3.19997 -0.67180 -0.66856 -0.1 0.1 -0.1 0.124
H -3.50019 -0.19433 1.67768 -0.1 0.1 0.1 0.105
H -3.73657 -0.59720 3.68782 0.0 0.0 0.1 0.121
H -2.89066 -0.40247 5.21643 -0.1 0.0 -0.1 0.129
H -3.83100 1.74095 4.87599 -0.1 0.0 0.0 0.119
H -3.51300 1.74497 3.14516 -0.1 0.0 0.0 0.101
H -1.95026 3.06805 4.93982 0.0 0.0 -0.1 0.133
H -0.89063 1.75474 2.39597 0.1 0.0 0.0 0.111
H -0.17341 3.12003 3.25816 0.1 -0.1 0.0 0.130
H -2.32623 2.18773 0.63373 0.0 -0.1 0.0 0.102
H -3.80192 3.70289 -0.61298 0.0 0.0 -0.1 0.103
H -4.31437 5.94771 0.27978 0.0 0.1 0.0 0.099
H -3.32403 6.66693 2.42232 0.0 0.1 0.0 0.101
H -1.84498 5.15202 3.66732 0.1 0.0 0.1 0.113
H 0.10883 1.76406 5.34890 0.0 0.0 0.1 0.120
H -1.29635 1.01359 6.09225 0.0 0.0 0.1 0.115
H 0.32515 0.14700 3.68160 -0.1 0.0 0.0 0.129
H -0.20463 -0.83018 5.05574 0.0 0.2 -0.1 0.120
H 0.73859 -2.12155 0.09957 0.1 0.0 0.0 0.115
H 1.66737 1.18848 -4.81386 -0.1 0.1 -0.1 0.115
```
Forces are in eV/Å.


No. 2
Molecular formula: C11H15OPS
Method: DFT, the ωB97M-V functional and the def2-TZVPD basis

Calculated values
energy above the lowest of the compared OMol25 structures with the same formula, charge and spin = 86.7 kcal/mol
largest force on an atom = 3.413 eV Å⁻¹

```
29
Properties=species:S:1:pos:R:3:forces:R:3:lowdin_charge:R:1
C 3.68116 1.58716 -0.15020 1.0 2.1 0.2 -0.106
C 3.46649 0.78715 -1.20165 1.1 0.2 0.4 -0.185
C 2.71858 1.76351 0.87983 -1.0 -1.4 -0.4 -0.078
C 2.38157 -0.10450 -1.17540 -1.8 -2.3 -1.8 -0.493
C 1.52261 1.10541 0.76751 -1.4 -0.7 0.1 -0.035
C 1.26885 0.31022 -0.36616 0.2 0.6 1.1 -0.364
C -3.18073 -1.67858 -0.44069 -1.4 -0.8 -0.4 -0.113
C -1.99309 0.35108 1.88799 -0.1 -0.7 3.3 -0.138
C -2.03283 -1.08694 -1.21165 2.2 -2.1 -0.7 -0.214
C -1.71792 0.81802 0.49057 0.6 2.9 -1.1 -0.230
C -1.10894 -0.22863 -0.41348 -2.2 0.9 1.1 -0.285
O 0.14854 -0.26552 -0.74411 0.0 -0.5 -0.9 -0.022
P 3.10375 -1.94684 -0.67689 -2.0 -0.2 0.8 0.548
S 1.48493 -2.68974 0.16672 1.7 0.1 -0.5 0.164
H 4.55075 2.24904 -0.14636 0.0 -0.4 0.1 0.107
H 4.21398 0.49636 -1.89263 0.9 0.6 -0.7 0.093
H 2.79112 2.22872 1.81995 1.1 1.0 0.7 0.087
H 1.97230 -0.45612 -2.18890 0.8 0.5 1.0 0.139
H 0.78849 1.11895 1.59765 0.4 0.3 -0.7 0.117
H -3.92815 -0.88962 -0.29403 0.0 -0.3 0.4 0.070
H -2.78071 -2.02329 0.51946 -0.4 -0.1 -0.1 0.070
H -3.74131 -2.55860 -0.96064 1.2 1.6 0.7 0.110
H -1.09445 -0.20923 2.26616 -0.9 0.1 -0.4 0.076
H -2.91247 -0.35685 1.95503 1.7 1.3 -0.1 0.089
H -2.09045 1.14467 2.74620 -0.2 -1.0 -2.0 0.102
H -1.43990 -1.94860 -1.63843 -0.2 0.8 0.6 0.127
H -2.29936 -0.57448 -2.10385 -0.9 0.7 -0.9 0.102
H -2.66516 1.23444 0.07954 0.3 -0.8 -0.2 0.116
H -1.10765 1.82279 0.42845 -0.5 -2.0 0.5 0.145
```
Forces are in eV/Å.


No. 3
Molecular formula: C4H9NOS
Method: DFT, the ωB97M-V functional and the def2-TZVPD basis

Calculated values
energy above the lowest of the compared OMol25 structures with the same formula, charge and spin = 39.2 kcal/mol
SMILES string = CC(=O)NCCS
largest force on an atom = 2.907 eV Å⁻¹

```
16
Properties=species:S:1:pos:R:3:forces:R:3:lowdin_charge:R:1
C -1.38501 -0.19607 2.39076 -0.8 -1.1 -1.3 0.002
C -0.60382 0.33466 1.22433 0.3 1.1 0.0 -0.543
O -0.67865 1.51673 0.88155 -0.1 -0.9 0.2 0.036
N 0.23472 -0.51914 0.60427 0.6 0.1 -0.3 0.047
C 1.03019 -0.07582 -0.56210 0.1 -1.6 0.5 -0.263
C 0.10449 0.20791 -1.70871 1.3 -0.2 -0.8 -0.498
S 1.08451 0.53908 -3.30844 0.1 0.9 -2.1 0.561
H -2.04429 0.58362 2.66353 -0.5 0.7 0.8 0.072
H -2.01560 -1.05826 2.12768 0.0 0.2 -0.4 0.090
H -0.79084 -0.61737 3.16024 0.8 0.2 1.0 0.070
H 0.25323 -1.47902 0.90930 0.1 0.1 -0.2 0.138
H 1.61902 0.83085 -0.34530 -0.2 -0.5 0.1 0.126
H 1.69893 -0.93518 -0.83469 -0.4 0.9 0.4 0.125
H -0.43776 1.12685 -1.46018 0.1 -0.2 -0.6 0.067
H -0.56225 -0.61269 -2.03955 0.5 0.4 0.6 0.074
H 2.49314 0.35384 -3.70268 -1.9 -0.3 2.2 -0.102
```
Forces are in eV/Å.


No. 4
Molecular formula: C42H67BrCsN3O5S2Si2Te
Method: DFT, the ωB97M-V functional and the def2-TZVPD basis

Calculated values
total charge = -2
energy above the lowest of the compared OMol25 structures with the same formula, charge and spin = 0.0 kcal/mol
largest force on an atom = 2.563 eV Å⁻¹

```
124
Properties=species:S:1:pos:R:3:forces:R:3:lowdin_charge:R:1
Cs -0.39758 1.01054 -0.17416 -1.3 -1.3 -1.5 1.176
C 3.84578 -0.45393 -0.59333 0.0 0.2 0.2 -0.021
C 4.15138 -1.66657 0.24166 0.0 -0.1 -0.1 -0.336
C 5.48565 -2.08763 0.47993 -0.1 0.0 0.0 -0.037
C 5.69570 -3.20519 1.22917 0.0 0.0 0.1 -0.036
C 4.60250 -3.92577 1.76503 0.2 -0.1 0.0 -0.183
C 4.77761 -5.09714 2.54159 0.0 0.1 0.0 -0.096
C 3.66241 -5.74248 3.00151 -0.1 0.0 0.0 -0.128
C 2.37096 -5.26249 2.73201 -0.1 -0.1 0.1 -0.158
C 2.12584 -4.10925 1.99568 0.0 0.1 -0.1 -0.681
S 0.52837 -3.50908 1.71144 0.1 -0.1 0.0 0.530
C 3.30702 -3.43732 1.48716 -0.2 0.3 -0.2 -0.232
N 3.12652 -2.32144 0.72948 0.1 0.0 0.0 0.127
H 4.75081 0.10116 -0.84839 0.0 0.0 0.0 0.074
H 3.16690 0.21993 -0.05056 0.2 -0.1 -0.2 0.066
H 3.34287 -0.74527 -1.51676 -0.1 0.0 0.0 0.080
H 6.30978 -1.52010 0.06641 0.0 0.0 0.0 0.098
H 6.70228 -3.56120 1.42556 0.0 0.0 0.0 0.103
H 5.77773 -5.45611 2.75626 0.0 0.0 0.0 0.087
H 3.76920 -6.64764 3.59081 0.0 0.0 0.0 0.086
H 1.51064 -5.80585 3.10441 0.0 0.0 0.0 0.079
O -1.43605 4.24012 -2.24278 0.0 -0.1 0.0 -0.102
H -2.12415 3.61283 -1.97788 0.0 0.0 0.0 -0.014
H -0.60335 3.75997 -2.06859 0.0 0.0 0.0 -0.021
O 1.12848 -2.15792 -1.62123 0.1 0.2 0.0 -0.117
H 0.18760 -2.32579 -1.73715 0.0 0.0 0.0 -0.045
H 1.31647 -2.34217 -0.68406 -0.1 -0.1 0.1 -0.038
C -2.11355 1.66182 -4.54651 0.0 -0.1 0.0 -0.091
C -1.58032 0.60677 -5.51923 0.1 -0.1 0.1 -0.227
C -1.21717 -0.65064 -4.85290 -0.1 0.0 0.2 -0.220
N -0.99108 -1.62022 -4.27810 0.1 0.0 -0.4 0.161
H -2.49664 2.51060 -5.11268 0.0 0.0 0.0 0.076
H -1.33432 2.02836 -3.88259 0.1 0.0 0.0 0.066
H -2.90688 1.26479 -3.91290 0.0 0.0 0.0 0.034
H -0.69575 0.97641 -6.04232 0.0 0.0 0.0 0.107
H -2.32906 0.36405 -6.27659 0.0 0.0 0.0 0.106
Br -3.66581 1.15098 -0.92968 -0.5 0.5 -0.1 -0.298
C -0.63858 6.24030 0.45387 0.0 0.0 0.0 -0.040
C 0.53878 5.58265 1.12001 0.1 0.0 0.0 -0.215
C 0.44194 5.17324 2.44346 0.0 0.0 0.0 -0.051
C 1.52541 4.58574 3.07958 0.1 0.0 0.0 -0.095
C 2.68482 4.34383 2.37244 0.0 0.0 0.0 -0.038
C 2.78268 4.71068 1.03096 0.1 0.2 0.1 -0.221
N 3.99669 4.45077 0.37126 0.1 0.0 0.0 0.099
C 4.17672 3.84657 -0.88284 0.1 0.1 0.1 -0.209
C 5.43735 3.98742 -1.47284 0.0 0.0 0.0 -0.044
C 5.70082 3.47849 -2.73039 0.0 -0.1 0.0 -0.112
C 4.69469 2.83425 -3.44152 0.0 0.0 0.0 -0.101
C 3.45323 2.67822 -2.84888 -0.1 0.0 0.0 -0.019
C 3.18341 3.14517 -1.56545 0.0 -0.1 -0.1 -0.074
C 1.87333 2.71335 -0.92918 0.4 0.2 -0.2 -0.727
O 1.94216 2.25013 0.22393 0.7 0.4 0.1 -0.182
O 0.84492 2.77391 -1.65156 0.7 0.9 -0.6 -0.273
C 1.73647 5.40299 0.41183 0.0 0.0 0.1 -0.158
C 1.87649 5.97283 -0.97338 0.0 0.0 0.0 -0.016
H -1.53384 6.12103 1.06395 0.0 0.0 0.0 0.077
H -0.84271 5.80688 -0.52504 0.0 0.0 0.0 0.061
H -0.46617 7.31267 0.31681 0.0 0.0 0.0 0.079
H -0.49300 5.31039 2.97324 0.0 0.0 0.0 0.103
H 1.45561 4.29127 4.12020 0.0 0.0 0.0 0.094
H 3.51510 3.82476 2.83864 0.0 0.0 0.0 0.099
H 4.77586 4.31700 0.99458 0.0 0.0 0.0 0.129
H 6.21083 4.51335 -0.92322 0.0 0.1 0.0 0.102
H 6.68895 3.59714 -3.15981 0.0 0.0 0.0 0.090
H 4.87977 2.44704 -4.43507 0.0 0.0 0.0 0.091
H 2.65427 2.15787 -3.36161 0.0 0.0 0.0 0.120
H 2.92376 6.07116 -1.25291 0.0 0.0 0.0 0.079
H 1.41424 6.96034 -1.02015 0.0 0.0 0.0 0.077
H 1.38720 5.34893 -1.72470 0.0 0.0 0.0 0.087
C -7.42211 -2.77866 -2.87311 0.0 0.0 0.0 -0.194
Si -6.27218 -1.57327 -1.98264 0.0 0.0 0.0 0.363
C -6.34304 -1.96428 -0.15927 0.1 -0.1 0.1 -0.201
C -6.99991 0.12699 -2.26405 0.0 0.1 -0.1 -0.207
C -4.56145 -1.69897 -2.73851 0.1 0.1 -0.1 -0.608
Te -2.86962 -1.90957 -1.43703 -0.1 -0.4 0.3 1.067
C -2.43456 -3.93047 -2.12218 0.1 0.1 0.0 -0.598
Si -3.15149 -5.32185 -1.12163 0.0 0.0 0.0 0.368
C -4.93556 -5.62808 -1.63596 0.0 0.0 0.0 -0.184
C -3.09235 -5.01958 0.71413 0.1 0.1 0.1 -0.194
C -2.19984 -6.90421 -1.48706 0.0 0.0 0.0 -0.194
H -8.43340 -2.68144 -2.46887 0.0 0.0 0.0 0.021
H -7.11191 -3.81776 -2.75416 0.0 0.0 0.0 0.003
H -7.46771 -2.56454 -3.94316 0.0 0.0 0.0 0.021
H -7.35243 -1.78763 0.22059 0.0 0.0 0.0 0.024
H -5.64041 -1.33281 0.38686 0.0 0.1 0.0 0.015
H -6.07243 -3.00204 0.04523 0.0 0.0 0.0 0.008
H -7.95438 0.22644 -1.74015 0.0 0.0 0.0 0.022
H -7.17868 0.30159 -3.32865 0.0 0.0 0.0 0.023
H -6.31490 0.89226 -1.89855 0.0 0.0 0.0 -0.042
H -4.37954 -0.79003 -3.31580 0.0 0.0 0.0 -0.028
H -4.48522 -2.55219 -3.41563 -0.1 0.0 0.0 -0.003
H -1.34338 -4.00617 -2.12058 0.0 0.0 0.0 -0.007
H -2.73327 -3.98192 -3.17211 0.0 0.0 0.0 -0.002
H -5.57262 -4.77864 -1.38661 0.0 0.0 0.0 -0.006
H -5.33435 -6.50697 -1.12247 0.0 0.0 0.0 0.025
H -5.01473 -5.79905 -2.71275 0.0 0.0 0.0 0.029
H -3.84977 -4.29436 1.01630 0.0 0.0 0.0 0.015
H -2.11750 -4.62330 1.01316 0.0 0.0 0.0 -0.016
H -3.25476 -5.94836 1.26878 0.0 0.0 0.0 0.026
H -2.18921 -7.12111 -2.55793 0.0 0.0 0.0 0.020
H -2.64160 -7.75983 -0.97037 0.0 0.0 0.0 0.017
H -1.16468 -6.80626 -1.15507 0.0 0.0 0.0 0.029
C 3.87021 0.70102 3.08374 0.0 0.0 0.0 -0.079
C 2.36574 0.88081 3.26540 0.0 -0.1 0.0 -0.281
C 1.66087 -0.46838 3.27230 0.1 0.1 0.1 -0.364
S -0.13034 -0.42780 3.32695 -0.4 0.3 -0.2 0.912
O -0.56598 0.50261 2.21244 0.1 -0.8 2.4 -0.890
C -0.37199 0.53808 4.86529 0.0 0.1 0.0 -0.343
C -0.59675 2.02243 4.60376 0.1 -0.1 0.1 -0.303
C -0.87825 2.77823 5.89796 0.0 0.0 0.0 -0.112
H 4.36615 1.66561 2.95293 0.0 0.0 0.0 0.057
H 4.08560 0.09854 2.20321 0.0 0.0 0.0 0.056
H 4.32140 0.19993 3.94496 0.0 0.0 0.0 0.075
H 1.97366 1.49021 2.44919 0.0 0.0 0.0 0.081
H 2.17818 1.41625 4.20166 0.0 0.0 0.0 0.097
H 1.95816 -1.10723 4.11160 0.0 0.0 0.0 0.104
H 1.86244 -1.03635 2.36018 0.0 0.0 0.0 0.044
H 0.49032 0.35574 5.51073 0.0 0.0 0.0 0.086
H -1.25302 0.10838 5.34722 0.0 0.0 0.0 0.081
H -1.42890 2.12984 3.90830 0.0 0.0 0.0 0.111
H 0.26578 2.45393 4.09554 -0.1 -0.1 0.0 0.066
H -1.79839 2.42743 6.37066 0.0 0.0 0.0 0.069
H -0.99016 3.84734 5.70884 0.0 0.0 0.0 0.062
H -0.06770 2.65199 6.62037 0.0 0.0 0.0 0.069
```
Forces are in eV/Å.